Record 1
Density functional theory data (wB97M-V/def2-TZVPD) for C3H5FeO4 as an isolated structure in a non-equilibrium geometry.

Calculated values
spin multiplicity: 7
net charge: +1
expectation value of S²: 12.011
energy above the lowest of the compared OMol25 structures with the same formula, charge and spin: 1.655 eV

CARTESIAN COORDINATES (ANGSTROEM)
O 2.7549 -2.8058 -0.4392
C 1.8564 -2.7266 -1.2813
C 2.1771 -0.7798 0.6893
O 1.0707 -3.5991 -1.7059
O 1.2401 -1.4557 -1.4001
C 1.3512 -0.5207 -0.3670
H 3.0150 -0.1046 0.8616
H 1.8846 -1.5154 1.4390
H 1.2668 0.4840 -0.7864
H -0.8173 -1.0595 -0.1202
O -1.4333 -1.6477 -0.8133
H -2.3380 -1.3228 -0.8100
Fe -0.4822 -2.2411 -2.4524

natural (NBO) atomic charges, in units of e: -0.557, 0.943, -0.322, -0.759, -0.657, 0.043, 0.233, 0.229, 0.213, 0.527, -1.051, 0.531, 1.628

***

Record 2
Density functional theory data (wB97M-V/def2-TZVPD) for C3H5GaLiO4 as an isolated structure in a non-equilibrium geometry.

Calculated values
spin multiplicity: 2
net charge: +4
expectation value of S²: 0.754
energy above the lowest of the compared OMol25 structures with the same formula, charge and spin: 0.000 eV

CARTESIAN COORDINATES (ANGSTROEM)
O -0.3060 0.0209 0.5548
C -0.2117 -0.9333 1.4559
C -0.3039 -0.3408 -0.8091
O -0.2552 -0.5658 2.6793
O -0.0737 -2.1410 1.1787
C 0.1027 0.8354 -1.6353
Ga -0.0573 -2.3543 2.9224
H -1.2741 -0.7402 -1.1237
H 0.5899 -0.9924 -1.0658
H -0.6848 1.6619 -1.6787
H 0.0734 0.6568 -2.7459
Li -0.3923 1.1886 3.3298
O 1.2924 1.4535 -1.2643
H 1.5005 2.2506 -1.7982

Mulliken atomic charges, in units of e: -0.226, 0.956, -0.304, -0.215, 0.011, -0.464, 1.147, 0.466, 0.387, 0.436, 0.488, 0.964, -0.109, 0.464